Record 1
The following is a quantum chemistry calculation of a structure of composition C18H40ClFNO6PSSb, from the Open Molecules 2025 dataset.

CARTESIAN COORDINATES (ANGSTROEM)
C: -0.83143 -3.62111 3.16630
C: 0.39152 -2.67654 3.35307
C: 0.42750 -1.37246 2.49548
Cl: -0.97683 -0.24825 2.89026
Sb: 0.92056 -1.49786 0.34383
C: 2.87870 -0.58223 0.80048
C: 2.85859 0.85708 1.42620
C: 4.12607 1.68962 1.00815
F: 5.09442 1.71695 1.99716
C: -0.88333 -2.64631 -0.26167
S: -2.52801 -2.13738 0.28368
O: -2.83992 -0.69028 0.18165
O: -3.50925 -2.88698 -0.58526
O: 0.03903 0.32599 -0.08498
C: -0.29700 0.47369 -1.44856
C: 0.32659 1.76650 -2.13601
C: 1.44146 2.44781 -1.26461
C: 0.69479 1.58950 -3.63549
C: 1.62743 0.42123 -4.05610
C: 0.86812 -0.92156 -4.43469
C: 2.82443 0.10041 -3.11911
P: 2.08319 -3.77344 0.59402
N: 2.22796 -4.51193 -0.84523
H: -0.90575 -4.12413 2.18944
H: -1.73753 -3.06226 3.46808
H: -0.72362 -4.43511 3.92159
H: 0.30350 -2.31316 4.40814
H: 1.35922 -3.22492 3.35916
H: 1.28117 -0.81332 2.94454
H: 1.46025 -1.63203 -1.33060
H: 3.56307 -0.55924 -0.08051
H: 3.40050 -1.23996 1.54026
H: 2.98389 0.72768 2.52935
H: 1.92288 1.42105 1.29518
H: 3.76479 2.72429 0.80701
H: 4.53425 1.33985 0.03613
H: -0.71659 -3.72673 -0.04908
H: -0.93253 -2.60655 -1.37320
H: -2.83600 -2.53105 1.57132
H: -1.39952 0.66820 -1.46366
H: -0.17554 -0.43762 -2.07142
H: -0.48337 2.53612 -2.13177
H: 2.39489 1.90050 -1.23842
H: 1.63594 3.43479 -1.74874
H: 0.99384 2.66424 -0.28173
H: -0.23553 1.52329 -4.24594
H: 1.17918 2.54090 -3.96671
H: 2.09233 0.73282 -5.02382
H: 1.05042 -1.61247 -3.57713
H: -0.22721 -0.78070 -4.48697
H: 1.30270 -1.40478 -5.32823
H: 3.57541 0.91756 -3.23184
H: 2.57989 0.02272 -2.04836
H: 3.35096 -0.82638 -3.43640
H: 3.31638 -3.66648 1.30845
H: 1.19705 -4.60597 1.37214
H: 3.22765 -4.64608 -1.00053
C: -5.16023 1.90951 0.66451
C: -4.56895 3.23538 1.08441
C: -3.52270 3.13452 2.15596
O: -3.60853 4.42353 2.77838
C: -4.88012 4.86299 2.59937
O: -5.34544 5.81467 3.14016
O: -5.54898 4.07052 1.72282
H: -6.04177 2.06690 0.04022
H: -4.43390 1.31695 0.10645
H: -5.48572 1.33242 1.53209
H: -4.19382 3.77283 0.20713
H: -2.52487 2.95953 1.75667
H: -3.74656 2.37274 2.90754

Computed properties:
* largest force on an atom: 0.106 hartree/bohr
* HOMO: -4.8 eV
* charge: -1
* M: 605.771 g/mol
* relative energy (zero: lowest compared OMol25 entry of this formula, charge and spin): 38.28 kcal/mol
* 2S+1: 1
* Kohn-Sham gap: 7.361 eV

Record 2
The following is a quantum chemistry calculation of an isolated molecule of C5H8N2O, from the Open Molecules 2025 dataset.

CARTESIAN COORDINATES (ANGSTROEM)
C: -1.89766 0.06317 -0.36594
C: -0.54023 -0.12075 0.40878
C: 0.14862 1.26633 0.12627
N: 1.51298 0.93904 0.68676
N: 2.17821 -0.09097 0.01080
C: 1.62540 -1.20380 -0.29593
C: 0.14419 -1.44698 0.30495
O: -0.30994 -0.63412 1.53439
H: -2.37917 0.97392 -0.17278
H: -1.70917 -0.11197 -1.48387
H: -2.37975 -0.86562 -0.06395
H: -0.18958 1.95709 0.99222
H: 0.20547 1.78719 -1.00663
H: 1.91483 1.91532 -0.00960
H: 2.15553 -2.11084 -0.90672
H: -0.47974 -2.31702 0.24124

Computed properties:
* largest force on an atom: 0.195 hartree/bohr
* HOMO: -8.8 eV
* M: 112.132 g/mol
* relative energy (zero: lowest compared OMol25 entry of this formula, charge and spin): 157.59 kcal/mol
* structure (SMILES): C[C@]12CNN=C[C@H]1O2
* 2S+1: 1
* Kohn-Sham gap: 9.504 eV

Record 3
The following is a quantum chemistry calculation of a structure of composition C22H38BrGe2N7O2SSn, from the Open Molecules 2025 dataset.

CARTESIAN COORDINATES (ANGSTROEM)
Sn: 3.45222 0.66095 -2.02153
N: 3.35961 0.59180 0.51284
C: 2.44605 -0.41919 1.09737
C: 2.88276 -0.67281 2.54650
C: 2.17249 -1.75448 3.34341
C: 1.89709 -3.09635 2.68907
N: 0.52080 -3.20526 2.31774
C: -0.16639 -4.30423 1.96487
N: 0.50371 -5.46765 1.77897
N: -1.48785 -4.26657 1.81380
C: 1.02851 0.14270 0.97433
O: 0.11205 -0.10590 1.78714
O: 0.75586 0.96436 -0.02320
H: 4.36514 0.50944 0.69363
H: 3.04902 1.56383 0.62030
H: 2.50780 -1.35625 0.45758
H: 2.78627 0.27265 3.03657
H: 3.97853 -0.83980 2.52363
H: 1.26491 -1.32844 3.84327
H: 2.87052 -1.99519 4.12852
H: 2.10935 -3.91886 3.46337
H: 2.52387 -3.26649 1.79428
H: 0.04711 -2.30274 2.27952
H: 1.52851 -5.43599 1.75351
H: -0.02127 -6.24050 1.33772
H: -2.02737 -3.39423 1.99324
H: -1.98306 -5.16991 1.48316
N: 3.57278 -0.14909 -4.37514
N: 2.52776 -1.06429 -4.72335
C: 2.18241 -1.94815 -3.71271
N: 1.12006 -2.67014 -4.08681
S: 3.08960 -2.05570 -2.26900
H: 3.51480 0.56196 -5.10249
H: 4.40997 -0.68539 -4.41949
H: 1.70367 -0.53404 -5.06006
H: 0.77967 -2.79409 -5.00816
H: 0.79852 -3.38338 -3.43035
Br: 6.02820 0.78542 -1.87378
C: -0.05744 3.41545 2.94003
Ge: -1.58900 2.45110 2.24211
C: -3.13989 3.67266 2.16064
C: -2.16815 0.94407 3.53533
Ge: -1.06394 1.53162 0.13069
C: -2.27765 0.04960 -0.60108
C: -1.80336 -1.23438 -0.90208
C: -2.76177 -2.16135 -1.32566
C: -4.09226 -1.86350 -1.47722
C: -4.50744 -0.54577 -1.28303
C: -3.59306 0.43282 -0.88279
C: -0.86816 2.84190 -1.37586
C: -0.15548 2.52309 -2.52429
C: -0.16736 3.30821 -3.69299
C: -0.85618 4.52419 -3.59842
C: -1.59745 4.89035 -2.46319
C: -1.56175 4.13943 -1.32327
H: 0.21301 3.13486 3.93491
H: -0.30124 4.49391 3.11353
H: 0.90883 3.45114 2.38269
H: -4.01143 3.09088 1.73104
H: -2.99349 4.68310 1.71357
H: -3.44090 3.60712 3.20137
H: -2.36721 0.01439 2.96554
H: -3.03874 1.31886 4.14422
H: -1.37897 0.73500 4.20784
H: -0.74122 -1.39171 -1.02093
H: -2.47414 -3.22528 -1.51019
H: -4.79375 -2.54613 -1.97150
H: -5.56379 -0.30108 -1.48638
H: -3.93309 1.42945 -0.85648
H: 0.52032 1.65754 -2.48392
H: 0.31205 2.97523 -4.61221
H: -0.68521 5.30501 -4.33214
H: -2.15515 5.86718 -2.37395
H: -2.01923 4.55304 -0.43419

Computed properties:
* largest force on an atom: 0.065 hartree/bohr
* HOMO (alpha / beta): -15.4 / -15.4 eV
* charge: +3
* M: 808.495 g/mol
* relative energy (zero: lowest compared OMol25 entry of this formula, charge and spin): 45.43 kcal/mol
* 2S+1: 2
* Kohn-Sham gap (alpha / beta): 6.125 / 2.721 eV

Record 4
The following is a quantum chemistry calculation of a cluster of 11 separate species, C4H29N2O12 in total, from the Open Molecules 2025 dataset.

CARTESIAN COORDINATES (ANGSTROEM)
O: -0.93984 0.28419 -1.66332
C: -1.10642 0.30232 -0.42276
O: -2.20295 0.25628 0.16511
C: 0.08933 0.31451 0.52932
C: 0.12304 -1.04854 1.24898
C: 1.59255 -1.42995 1.60934
N: 2.37319 -1.91241 0.44482
N: -0.04203 1.47095 1.40979
H: 1.00295 0.39920 -0.13436
H: -0.33525 -1.65749 0.46268
H: -0.39375 -1.04214 2.25808
H: 2.07027 -0.53343 1.96614
H: 1.73455 -2.21095 2.48198
H: 2.40944 -1.10876 -0.22399
H: 1.87047 -2.71926 0.12567
H: -0.66918 1.21176 2.16296
H: -0.58517 2.26683 0.99054
H: -0.25590 0.80051 4.81328
H: -0.26555 -0.29008 3.69447
O: -0.36824 -0.13521 4.64402
H: 1.12052 3.17378 -1.74698
H: 0.10018 2.37892 -2.46454
O: 1.00577 2.65880 -2.57837
H: -0.79006 -3.58039 -2.61856
H: -0.74864 -2.20015 -1.87270
O: -0.30520 -3.03661 -2.00768
H: 1.49271 3.83450 0.89638
H: 2.49692 3.57092 -0.31100
O: 1.95025 4.21141 0.12367
H: -3.29790 -2.08150 1.05475
H: -2.55298 -0.81998 1.43637
O: -2.96494 -1.60909 1.81237
H: -3.37793 0.53079 -2.68781
H: -3.30066 0.65629 -1.08044
O: -3.89619 0.64788 -1.86819
H: 2.42297 -1.65013 -2.90757
H: 1.08718 -1.96817 -3.33994
O: 1.97159 -1.92155 -3.71129
H: 1.84433 2.31994 2.88778
H: 3.29177 2.60600 2.43932
O: 2.49833 2.99140 2.73001
H: 1.97392 0.96247 -2.79272
H: 0.93471 0.36579 -1.85707
O: 1.80905 0.19933 -2.17690
H: -4.27632 -1.56656 -0.88748
H: -2.91224 -1.75154 -1.72561
O: -3.67865 -2.14087 -1.30853

Computed properties:
* largest force on an atom: 0.065 hartree/bohr
* HOMO: -6.6 eV
* charge: -1
* M: 297.278 g/mol
* relative energy (zero: lowest compared OMol25 entry of this formula, charge and spin): 31.17 kcal/mol
* 2S+1: 1
* Kohn-Sham gap: 9.151 eV

Record 5
The following is a quantum chemistry calculation of a structure of composition C28H77CrN7O15S2, from the Open Molecules 2025 dataset.

CARTESIAN COORDINATES (ANGSTROEM)
Cr: 0.89474 2.68414 -0.22837
S: 3.95261 3.84948 -0.59000
O: 2.89866 2.82830 -0.59608
O: 4.36000 4.24728 -1.95213
O: 3.41551 5.02287 0.08812
O: 5.14109 3.40171 0.09332
S: 0.80150 0.12000 -0.98438
O: 0.31078 1.33336 -1.67975
O: 1.09339 0.78305 0.29279
O: -0.12475 -0.89617 -0.75094
O: 2.01516 -0.47306 -1.48080
C: 1.81265 -4.48857 -2.26009
C: 2.85253 -3.89579 -1.29514
C: 4.05341 -3.13100 -1.99712
O: 4.76585 -3.91211 -3.00811
C: 5.37032 -5.08645 -2.65523
N: 2.07113 -3.04799 -0.46423
H: 2.26446 -5.33942 -2.77001
H: 1.44672 -3.76295 -2.98650
H: 0.92102 -4.83527 -1.73769
H: 3.39853 -4.68538 -0.77887
H: 4.70806 -2.80110 -1.19046
H: 3.67529 -2.19324 -2.40421
H: 6.20218 -5.20014 -3.35035
H: 4.82637 -6.03101 -2.65511
H: 5.81628 -5.04215 -1.66162
H: 2.06868 -2.14464 -0.91595
H: 1.08143 -3.19006 -0.32144
C: -1.89359 5.78608 -5.09118
C: -2.11823 4.62451 -4.14527
C: -3.39745 3.74198 -4.63433
O: -3.33643 2.45611 -3.97447
C: -3.46188 2.48944 -2.58954
N: -0.80781 3.89990 -4.02213
H: -2.71420 6.44357 -4.80410
H: -1.69343 5.54665 -6.13554
H: -0.97937 6.33800 -4.87283
H: -2.37788 5.09339 -3.19614
H: -3.61613 3.75577 -5.70208
H: -4.26309 4.24411 -4.20232
H: -4.37687 2.80595 -2.08882
H: -2.75624 3.05888 -1.98463
H: -3.38805 1.48049 -2.18375
H: -0.23914 4.36918 -3.33186
H: -1.06057 3.09742 -3.46336
C: 2.92324 -1.33033 4.08430
C: 2.99752 -2.23990 2.74458
C: 1.92560 -3.37247 2.82422
O: 2.26826 -4.22416 3.92293
C: 1.32121 -5.20359 4.29488
N: 2.87163 -1.37817 1.58921
H: 3.62039 -0.49467 4.14555
H: 3.15158 -1.92557 4.96841
H: 1.92919 -0.88619 4.13633
H: 4.01832 -2.60637 2.63618
H: 1.91289 -4.02185 1.94887
H: 0.92249 -2.95307 2.90151
H: 1.35637 -5.90792 3.46374
H: 0.38507 -4.65358 4.39095
H: 1.39983 -6.00582 5.02859
H: 2.21958 -0.60719 1.56633
H: 2.62955 -1.94923 0.79210
C: -2.30336 -3.21743 0.44486
C: -2.66021 -1.96171 1.24355
C: -1.91482 -1.86994 2.60047
O: -1.93271 -3.18354 3.20811
C: -1.68709 -2.99990 4.57201
N: -2.50145 -0.89974 0.33667
H: -2.63413 -4.15287 0.89614
H: -1.21362 -3.19549 0.43580
H: -2.72514 -3.08641 -0.55165
H: -3.71831 -2.13307 1.44145
H: -2.44658 -1.18143 3.25720
H: -1.00842 -1.28768 2.43460
H: -2.37363 -2.35818 5.12423
H: -0.67319 -2.69482 4.83093
H: -1.78308 -3.98810 5.02184
H: -1.52041 -0.95018 0.10188
H: -3.00553 -0.94801 -0.53721
C: 2.76050 2.12096 2.72905
C: 1.76490 3.30033 2.92421
C: 2.34975 4.54715 3.71799
O: 2.50762 4.24147 5.10272
C: 3.47775 5.06550 5.76194
N: 1.44246 3.81846 1.60624
H: 3.66653 2.58091 2.33450
H: 2.46932 1.34457 2.02157
H: 2.94766 1.65968 3.69874
H: 0.80042 2.99776 3.33204
H: 1.65638 5.38642 3.66359
H: 3.33662 4.84447 3.36331
H: 4.51539 4.88481 5.48132
H: 3.44973 4.95287 6.84575
H: 3.23549 6.12317 5.65825
H: 2.32979 4.17221 1.27821
H: 0.96404 4.68570 1.80401
C: -1.91138 4.54318 1.42077
C: -1.98941 2.98016 1.53707
C: -3.44990 2.39195 1.65878
O: -4.20252 2.81477 0.56165
C: -5.51353 2.38842 0.56723
N: -1.36152 2.31273 0.42451
H: -0.93814 5.00992 1.26890
H: -2.49457 5.01979 2.20871
H: -2.58226 4.76997 0.59217
H: -1.46738 2.66911 2.44197
H: -3.90621 2.57799 2.63103
H: -3.46363 1.30204 1.66015
H: -5.68560 1.31570 0.47910
H: -6.05983 2.88782 -0.23293
H: -5.99826 2.76027 1.46992
H: -1.86276 2.42515 -0.44510
H: -1.54635 1.32026 0.45520
C: -2.31371 -0.79413 -3.95295
C: -1.88942 -2.21619 -3.62302
C: -1.87700 -3.33708 -4.70428
O: -1.26461 -4.53244 -4.32338
C: -1.81942 -5.34553 -3.33510
N: -0.52744 -1.96407 -3.28333
H: -1.60200 -0.20828 -4.53462
H: -2.58393 -0.19999 -3.07998
H: -3.15775 -0.79785 -4.64266
H: -2.56256 -2.66820 -2.89455
H: -1.35947 -2.90799 -5.56227
H: -2.89294 -3.47085 -5.07588
H: -1.91723 -4.87309 -2.35768
H: -1.18704 -6.22517 -3.21494
H: -2.78736 -5.75494 -3.62421
H: -0.58659 -1.48120 -2.39820
H: -0.27701 -2.91503 -3.05299

Computed properties:
* largest force on an atom: 0.107 hartree/bohr
* HOMO (alpha / beta): 3.7 / -0.2 eV
* charge: -3
* M: 868.088 g/mol
* 2S+1: 6
* Kohn-Sham gap (alpha / beta): 1.671 / 5.517 eV